Record 1
# C27H25AsCuN5O3S

C27H25AsCuN5O3S as an isolated structure (wB97M-V/def2-TZVPD, the Open Molecules 2025 dataset).

```
! wB97M-V def2-TZVPD RIJCOSX def2/J DEFGRID3
* xyz 0 1
Cu 0.12317 0.24998 -0.03564
O 3.81485 1.63218 0.08439
C 2.65052 1.31864 -0.16221
O 2.15222 0.16308 -0.32954
C 1.65209 2.49533 -0.28484
C 2.10069 3.80519 -0.18767
C 1.19695 4.84018 -0.35373
C -0.13267 4.53832 -0.61431
C -0.50626 3.20830 -0.67724
N 0.36062 2.20875 -0.51085
H 3.15179 3.97039 0.00294
H 1.52294 5.87147 -0.28773
H -0.86901 5.31776 -0.76422
H -1.53398 2.92023 -0.87567
C -0.60519 -5.03508 -0.44058
C -1.52694 -3.89704 -0.67138
N -2.76912 -3.98100 -1.00476
N -3.17909 -2.67184 -1.08058
C -2.22703 -1.76710 -0.80642
S -2.35381 -0.10762 -0.76633
N -1.14793 -2.57247 -0.53731
N 0.09532 -2.07831 -0.23783
H -1.17859 -5.95783 -0.44866
H -0.09874 -4.92626 0.51884
H 0.15702 -5.08442 -1.22019
H -4.12118 -2.45221 -1.34481
H 0.81162 -2.30857 -0.91094
H 0.37092 -2.18815 0.72852
O -0.06442 -0.27760 2.03069
As -1.43306 0.08215 2.88148
C -2.14602 1.82876 2.52573
C -1.33001 2.86717 2.97462
C -1.72818 4.18151 2.79819
C -2.94082 4.45802 2.17920
C -3.74211 3.42486 1.71561
C -3.34542 2.10433 1.88206
C -2.68679 -1.38599 2.78186
C -2.06037 -2.62489 2.92370
C -2.79865 -3.79529 2.84355
C -4.16912 -3.73351 2.62179
C -4.79442 -2.50214 2.49423
C -4.05784 -1.32736 2.57209
C -0.92687 0.12058 4.73934
C 0.42392 -0.01749 5.03330
C 0.83920 -0.01491 6.35892
C -0.09506 0.12224 7.37655
C -1.44573 0.26054 7.07792
C -1.86434 0.26075 5.75700
H -0.38460 2.64230 3.45350
H -1.09151 4.98814 3.13749
H -3.25544 5.48551 2.04282
H -4.67725 3.64437 1.21627
H -3.95092 1.30669 1.47562
H -0.99136 -2.66108 3.09720
H -2.30938 -4.75471 2.96145
H -4.74840 -4.64553 2.54712
H -5.86419 -2.45144 2.33010
H -4.56602 -0.37833 2.47701
H 1.12924 -0.12408 4.21760
H 1.89027 -0.11837 6.59511
H 0.22865 0.12125 8.41033
H -2.16866 0.36846 7.87633
H -2.91703 0.37010 5.51798
*
```

orbital gap	6.6	eV
E_tot	-5817.83440	hartree
HOMO	-6.29	eV
relative energy (zero: lowest compared OMol25 entry of this formula, charge and spin)	1.123	eV

=====

Record 2
# C28H70N14O14

A 14-piece molecular cluster, C28H70N14O14 overall in a non-equilibrium geometry (wB97M-V/def2-TZVPD, the Open Molecules 2025 dataset).

```
! wB97M-V def2-TZVPD RIJCOSX def2/J DEFGRID3
* xyz 0 1
O 0.06167 -4.75165 1.45165
C 0.77318 -4.70781 0.46980
N 0.16735 -4.75052 -0.73183
C 2.24907 -4.48981 0.54448
H -0.86454 -4.69694 -0.75899
H 0.69964 -4.42398 -1.55206
H 2.35960 -3.57653 1.13556
H 2.71037 -4.34497 -0.45445
H 2.78141 -5.16241 1.22296
O 1.10660 3.49193 1.96850
C 1.94781 4.29533 1.55404
N 1.73355 4.89326 0.32789
C 3.18593 4.67797 2.29022
H 2.41474 5.51266 -0.07822
H 0.95149 4.56238 -0.22148
H 3.23972 5.64843 2.70360
H 4.13679 4.58939 1.66228
H 3.43459 4.03440 3.17115
O 2.02499 -0.67034 -0.57888
C 0.92658 -0.37918 -0.04543
N 0.61452 0.97946 -0.07622
C -0.05105 -1.38413 0.42721
H -0.09566 1.46788 0.45953
H 1.29913 1.42741 -0.64054
H -0.86875 -0.89313 0.88418
H 0.38499 -2.15042 1.02220
H -0.43196 -1.82215 -0.51593
O 6.85259 3.42765 1.09504
C 6.41389 2.90711 0.11945
N 5.96008 3.68682 -0.91098
C 6.32672 1.43849 -0.08998
H 6.35349 4.62117 -0.90015
H 5.79937 3.22618 -1.79346
H 6.61473 1.14242 -1.09059
H 5.32024 0.98564 0.07621
H 7.06593 0.96326 0.57973
O 4.87123 2.53186 -3.31872
C 5.03663 1.94830 -4.36902
N 5.20658 0.56969 -4.48000
C 4.91342 2.73821 -5.66848
H 5.22321 0.13148 -5.39895
H 5.09789 -0.04447 -3.67241
H 4.17469 2.29934 -6.31696
H 5.87715 2.75134 -6.23121
H 4.69089 3.78882 -5.43126
O 1.75705 -2.89577 -3.02198
C 1.04400 -1.92162 -3.23683
N -0.30517 -2.09425 -3.18099
C 1.52091 -0.48306 -3.51571
H -0.77417 -1.27764 -3.49136
H -0.73060 -2.93986 -3.50483
H 1.52807 -0.44113 -4.59390
H 2.47859 -0.31841 -3.05617
H 0.75134 0.21730 -3.20881
O -4.58141 -5.33070 0.82701
C -3.56789 -4.93679 1.47970
N -3.07198 -5.82012 2.36095
C -2.96425 -3.59245 1.24384
H -3.56812 -6.68748 2.03456
H -2.03729 -5.98595 2.51862
H -2.25416 -3.40385 2.02199
H -3.61075 -2.73254 1.18790
H -2.57574 -3.72463 0.24213
O 0.38854 -0.14716 2.82218
C 1.50335 -0.00836 3.24924
N 2.30501 1.01841 2.81889
C 1.96101 -0.84159 4.37398
H 3.31940 1.06976 3.01049
H 2.09180 1.32134 1.86558
H 1.48003 -0.51384 5.32647
H 3.05488 -0.91902 4.57124
H 1.47510 -1.80249 4.24887
O -2.92012 2.89975 4.77248
C -1.87599 3.35349 4.28950
N -1.16952 2.55226 3.46366
C -1.35651 4.77468 4.41842
H -1.51317 1.63483 3.26679
H -0.24060 2.80873 3.15048
H -1.99703 5.39203 3.75757
H -0.29802 4.79804 4.22210
H -1.53231 5.05821 5.46779
O -2.59511 -4.06016 -3.83776
C -3.43110 -4.22132 -2.97743
N -3.37859 -5.27979 -2.10836
C -4.60402 -3.28469 -2.80929
H -3.88416 -5.15522 -1.17819
H -2.74756 -6.06917 -2.19252
H -5.45387 -3.62587 -3.35053
H -4.28577 -2.32034 -3.17877
H -4.81048 -3.08028 -1.80007
O -0.69500 3.63733 -0.80727
C -1.79526 3.16536 -0.56760
N -2.33892 3.16910 0.66299
C -2.74617 2.51017 -1.55168
H -1.90736 3.69232 1.43056
H -3.25077 2.73950 0.89364
H -2.59318 1.43133 -1.53474
H -2.78335 2.89029 -2.54564
H -3.76008 2.60657 -1.12685
O 6.65542 -1.93787 0.15378
C 5.45547 -1.82083 0.34820
N 4.52639 -2.06440 -0.59731
C 4.88843 -1.36649 1.62523
H 3.53951 -1.72594 -0.56079
H 4.98205 -2.25743 -1.49645
H 5.77182 -1.07428 2.29885
H 4.28967 -2.11672 2.18744
H 4.29805 -0.51003 1.43786
O -5.30815 -0.48309 -3.38899
C -6.42003 -0.15337 -3.08930
N -6.71193 0.88583 -2.27372
C -7.57513 -0.97568 -3.60700
H -5.88131 1.25973 -1.80741
H -7.62517 1.11412 -1.99991
H -7.46805 -1.29236 -4.63088
H -8.53586 -0.45140 -3.39854
H -7.47023 -1.83864 -2.95511
O -4.61524 2.02119 1.73360
C -5.05961 1.79155 2.84973
N -5.73761 2.75686 3.51228
C -5.03990 0.44201 3.50615
H -5.86765 2.67663 4.47132
H -5.65675 3.69476 3.21371
H -5.95078 0.00289 3.92863
H -4.19670 0.46186 4.24226
H -4.63074 -0.35398 2.83451
*
```

orbital gap	9.7	eV
E_tot	-2929.15112	hartree
HOMO	-9.35	eV
relative energy (zero: lowest compared OMol25 entry of this formula, charge and spin)	1.354	eV

=====

Record 3
# C15H26ClGaINOP2

C15H26ClGaINOP2 as an isolated structure in a non-equilibrium geometry (wB97M-V/def2-TZVPD, the Open Molecules 2025 dataset).

```
! wB97M-V def2-TZVPD RIJCOSX def2/J DEFGRID3
* xyz 2 1
C 0.00638 1.21535 -2.93190
C 0.00107 1.70082 -1.57256
H 0.01337 2.03952 -3.65972
H -0.88212 0.59135 -3.11275
H 0.89117 0.58371 -3.10496
O 0.00058 2.65311 -0.89036
I -0.00920 -1.99944 2.35832
Ga 0.01125 -0.56232 0.10040
P 2.40228 -0.18234 -0.00584
C 3.16189 0.86724 1.27059
C 3.12879 -1.83525 0.28986
H 4.18309 -1.82290 -0.00887
H 4.28325 0.25295 -1.43456
H 2.58182 -2.57697 -0.30277
H 2.86279 -0.28585 -2.38956
H 2.84959 0.52954 2.26814
H 3.03886 -2.09629 1.35246
C 3.19287 0.35273 -1.55838
H 4.25572 0.80635 1.18404
H 2.94790 1.40086 -1.78110
H 2.84136 1.90676 1.12550
P -2.39343 -0.15404 0.00523
C -3.13708 0.90622 1.28444
C -3.18400 0.38744 -1.54600
H -2.60853 -2.54550 -0.29350
H -4.19827 -1.76818 0.00342
H -3.05616 -2.05916 1.36320
C -3.14379 -1.79658 0.30071
H -2.86151 -0.25460 -2.37749
H -4.27463 0.29609 -1.41908
H -4.23209 0.85778 1.20571
H -2.80630 1.94156 1.13372
H -2.93133 1.43331 -1.77052
H -2.82259 0.57042 2.28225
Cl -0.01030 -1.90988 -1.63399
N 0.00679 1.13208 1.52295
C 0.00674 1.55550 2.62113
C -0.03606 1.88945 4.00066
C -1.24966 2.26986 4.59418
C -1.32877 2.39654 5.97872
C -0.19703 2.19299 6.77356
C 1.02619 1.87392 6.17806
C 1.12075 1.73541 4.79076
H -2.11765 2.44549 3.95258
H -2.28623 2.66303 6.44297
H -0.25789 2.29115 7.85926
H 1.92530 1.73523 6.78585
H 2.05672 1.49555 4.29436
*
```

orbital gap (alpha / beta)	5.1 / 5.1	eV
E_tot	-4082.03915	hartree
HOMO (alpha / beta)	-14.64 / -14.64	eV

=====

Record 4
# C5H31NO11

A 12-piece molecular cluster, C5H31NO11 overall in a non-equilibrium geometry (wB97M-V/def2-TZVPD, the Open Molecules 2025 dataset).

```
! wB97M-V def2-TZVPD RIJCOSX def2/J DEFGRID3
* xyz 0 1
C -0.15504 -2.45216 1.62214
N -0.40509 -1.97684 0.47396
C 0.36322 -0.99119 -0.23204
C 1.57855 -0.61805 0.16923
C 2.54019 0.33475 -0.44573
C 1.94207 1.09695 -1.66154
H -0.74293 -3.30456 1.98640
H 0.52264 -2.10630 2.40738
H -0.24826 -0.59120 -1.02133
H 1.94365 -1.11545 1.05888
H 2.79577 0.94307 0.41382
H 3.52553 -0.02559 -0.71927
H 2.47875 0.73757 -2.53459
H 1.95383 2.16811 -1.74105
H 0.90232 0.79822 -1.85400
O -0.87039 -1.93236 -2.87132
H -0.77238 -0.98158 -3.06183
H -1.81541 -1.98644 -3.07267
O -2.17086 2.86541 -1.82401
H -1.63230 2.83243 -1.01044
H -2.94424 3.41684 -1.70188
O 1.71295 3.78494 1.49019
H 2.61020 4.10962 1.37876
H 1.51437 3.55188 2.39429
O -3.06716 -1.59748 -0.74662
H -2.79975 -1.04304 -1.48511
H -2.23995 -1.94783 -0.37211
O -2.14960 -0.38134 2.37964
H -2.98407 0.11146 2.31353
H -2.17842 -0.65568 1.44396
O 2.26757 -4.41634 0.19686
H 1.93801 -4.89795 -0.57728
H 1.45653 -4.02310 0.53563
O 0.34999 -4.07153 -1.78740
H 0.51191 -3.91506 -2.72762
H -0.10499 -3.30611 -1.40917
O -0.57674 1.67090 2.91214
H -0.93795 1.02643 2.27461
H -0.94133 2.54223 2.73763
O -0.71313 2.90847 0.72391
H -0.16304 2.16986 0.43160
H -0.20886 3.65669 0.37074
O -2.26359 0.44803 -3.21889
H -2.85856 0.89523 -2.61121
H -1.70299 1.10359 -3.63729
O 1.78845 2.03805 4.41090
H 1.19702 2.04200 3.63590
H 1.75350 1.08447 4.56227
*
```

structure (SMILES)	C=N/C=C/CC.O.O.O.O.O.O.O.O.O.O.O
orbital gap	9.6	eV
E_tot	-1091.41976	hartree
HOMO	-9.55	eV
relative energy (zero: lowest compared OMol25 entry of this formula, charge and spin)	4.079	eV

=====

Question: Which of these has the highest E_tot?
Answer: C5H31NO11

=====

Question: E_tot of number 4 (C5H31NO11)?
Answer: -1091.41976 hartree

=====

Question: Which of these has the highest E_tot?
Answer: C5H31NO11

=====

Question: What is the formula in the second record?
Answer: C28H70N14O14